59
Properties=species:S:1:pos:R:3:forces:R:3:mulliken_charge:R:1 method="wB97M-V/def2-TZVPD" charge=+3 spin_multiplicity=2 homo_energy_ev="-19.2 / -19.2" lumo_ev="-13.09 / -13.22" homo_lumo_gap_ev="6.14 / 6.00"
C 1.897099 -1.666909 -0.821171 -0.020 -0.215 0.127 2.265
H -2.994258 -0.247977 -1.970893 -0.022 0.088 -0.043 0.013
C -2.634698 2.551307 -1.292479 0.106 -0.044 -0.097 -1.413
N -2.897163 -1.548334 0.466940 0.740 0.382 -0.396 -0.346
H 3.849471 -2.231561 -1.528381 -0.061 -0.001 -0.036 0.486
H 3.854873 1.495102 -0.752567 0.014 -0.051 0.046 0.319
H -3.060513 2.029166 -0.430439 0.000 0.045 -0.060 0.351
H -2.208815 -2.048323 5.495060 0.027 -0.014 -0.014 0.441
C -1.151707 2.397567 -3.345037 0.241 -0.112 0.024 -1.584
C -2.747516 -1.695554 1.758898 0.023 -0.168 0.752 0.572
C -0.188389 -0.313108 -1.473099 0.000 0.466 -0.639 -0.671
C -1.816268 1.583472 -2.181987 -0.861 0.148 0.168 1.693
H 0.923246 -2.445812 1.016272 0.105 -0.093 -0.086 0.342
H 3.576540 -0.223266 1.247982 0.024 -0.058 -0.113 0.222
H 0.017551 2.794352 -0.250925 -0.048 -0.142 0.066 0.352
C -2.404711 -1.970040 4.434313 -0.021 -0.018 -0.073 -0.727
C 3.302163 -1.308301 -1.334194 -0.061 0.048 -0.008 -1.651
Ir -0.689784 -0.554801 0.547019 -0.058 1.403 -1.148 0.785
N -1.552268 -1.310904 2.288638 0.329 0.298 0.737 -0.202
H 1.231158 -2.217258 -2.845492 -0.002 -0.051 0.080 0.441
C 1.925171 -2.395507 0.545108 0.018 0.119 0.064 -1.304
H 2.227017 -0.020304 2.382987 0.059 0.089 -0.014 0.304
H 2.394472 2.933167 2.426492 0.023 0.025 0.048 0.469
H -0.505240 -1.035928 -2.206092 -0.106 -0.112 0.110 0.785
H 2.600609 -1.943389 1.265741 -0.045 -0.087 -0.075 0.214
C 0.156500 1.755826 -0.526374 -0.551 -0.744 0.666 -0.523
C -3.819552 -2.230343 2.516354 0.069 -0.012 0.147 0.529
C 2.958601 0.503475 1.757769 -0.027 0.082 -0.179 -1.628
H 2.840780 2.940302 -0.787932 0.014 -0.019 0.139 0.408
C 1.268241 -2.641235 -1.837611 -0.069 0.136 -0.009 -1.976
H 1.892922 -3.530393 -1.886422 -0.001 -0.011 -0.003 0.490
H -3.642176 0.922309 -3.126165 -0.004 0.014 -0.010 0.471
C -3.618453 -2.364426 3.923335 0.001 0.015 -0.066 -0.411
H 2.218983 -3.436395 0.399041 0.021 0.060 -0.033 0.430
H -0.524221 3.213288 -2.976364 -0.128 -0.021 0.012 0.432
H 0.263886 -2.969538 -1.542198 0.100 0.001 -0.023 0.347
H 1.350043 3.501907 1.152961 0.004 -0.031 0.011 0.435
C 1.235975 0.943278 -0.079003 -0.317 -0.626 0.225 -0.243
Se -4.563504 -2.143349 0.125744 -0.321 -0.043 -0.524 0.465
H -2.041582 3.398790 -0.940146 -0.077 -0.055 -0.031 0.403
C -0.701105 1.033661 -1.422418 0.336 -0.534 -0.045 -0.705
N -4.886352 -2.535590 1.781676 0.225 0.090 0.159 -0.595
H -1.964005 2.821185 -3.939243 0.023 -0.012 0.075 0.463
C 1.642982 2.611757 1.710799 0.020 -0.095 -0.151 -1.653
H -0.432906 -1.149635 4.022435 -0.012 0.042 0.000 0.520
H -0.546346 1.762977 -3.995442 -0.073 -0.013 0.024 0.426
H -3.452839 2.950617 -1.890215 0.001 0.032 0.050 0.476
C -1.385926 -1.448063 3.605193 -0.295 -0.077 -0.181 -0.095
H -2.260552 -0.056787 -3.580277 -0.001 0.017 0.096 0.412
C 1.023175 -0.413412 -0.708603 0.429 -0.440 -0.227 0.608
H 4.028847 2.724452 0.509217 -0.049 -0.017 -0.004 0.460
C -2.725576 0.476009 -2.746130 0.239 0.073 -0.114 -1.327
H 3.626713 1.053058 2.416383 -0.041 0.066 0.076 0.599
H 0.781173 2.236533 2.273361 0.079 0.032 -0.036 0.399
H 3.893643 -0.740348 -0.626474 0.010 0.094 0.099 0.246
C 2.275626 1.507965 0.816740 0.061 0.271 0.611 1.436
H 3.248589 -0.747539 -2.271700 0.010 -0.087 0.029 0.419
H -4.403176 -2.761644 4.559145 0.042 0.009 -0.054 0.516
C 3.313553 2.204452 -0.130129 -0.124 -0.142 -0.147 -1.387


62
Properties=species:S:1:pos:R:3:forces:R:3:mulliken_charge:R:1 method="wB97M-V/def2-TZVPD" smiles="CCCCOc1ccc(/C=C/C(=O)OCC(=O)NC(=O)NCC(C)C)cc1OCC" homo_energy_ev=-8.1 lumo_ev=-0.15 homo_lumo_gap_ev=7.99
H 6.482902 2.689237 1.296739 -0.024 -0.123 0.085 0.392
H -1.051436 -3.611387 -1.411350 -0.014 -0.101 -0.041 0.344
H -2.660728 -6.517890 0.130366 0.105 0.079 -0.050 0.475
H -5.361253 -5.270465 -2.229783 -0.023 0.067 0.052 0.352
C -1.021910 -1.584187 -0.780504 -0.074 0.488 0.265 -1.333
H -0.348758 -1.292466 -1.572502 0.071 0.057 -0.081 0.373
H -0.395920 0.921015 -0.869401 0.042 0.051 -0.055 0.425
H -2.687902 -0.308152 1.858561 -0.111 0.032 0.132 0.241
O -0.896369 4.017598 1.414893 -0.023 -0.269 -0.151 -0.603
O 4.143494 1.511871 -0.712497 0.097 -0.410 0.131 -0.671
C -2.339316 -1.042728 1.153154 0.014 -0.052 -0.007 -0.487
C 6.216016 3.375682 -1.320200 0.388 -0.186 0.096 -1.288
H -5.797293 -0.587709 3.359313 -0.063 0.088 0.071 0.382
C 3.916046 2.679397 -0.929180 -0.438 0.258 -0.091 0.486
H -4.978777 -7.710107 -1.793547 0.007 -0.121 -0.057 0.291
N 4.794510 3.617698 -1.288487 0.231 0.555 -0.115 -0.075
C -1.256158 1.754502 0.835870 -0.031 -0.540 -0.214 -0.621
H 6.601927 3.663628 -2.303825 0.008 -0.084 0.053 0.364
H -4.750747 -7.353742 -0.079301 0.022 -0.120 0.110 0.316
H -5.033021 -4.925989 -0.529528 -0.069 0.086 -0.062 0.173
H -1.374324 -5.594932 -0.667145 -0.077 -0.010 0.103 0.329
C -2.754019 -2.352728 1.256016 -0.032 -0.196 -0.042 1.202
C -1.423812 -2.903570 -0.688258 -0.175 -0.429 0.124 -0.617
O -0.027062 3.235291 -0.512739 0.037 -0.197 -0.164 -0.309
H -3.426693 -1.321726 3.592644 -0.027 -0.109 -0.009 0.371
H 5.836500 5.996933 -0.343607 -0.146 0.094 0.029 0.311
H -6.094735 -1.872693 2.180559 -0.086 -0.038 -0.026 0.312
H 4.457101 4.567851 -1.402760 -0.168 -0.194 0.031 0.334
H -3.006530 -6.288141 -2.352515 0.067 -0.005 -0.065 0.424
C -0.736910 3.101389 0.644871 0.055 0.472 0.200 0.233
H 8.020020 3.856308 -0.297163 -0.043 -0.009 -0.042 0.298
O 2.740162 5.376000 -1.220690 -0.076 0.334 -0.060 -0.723
H 1.908757 2.404554 -0.605730 0.220 0.141 -0.051 0.066
C 6.864678 5.657231 -0.445162 0.175 -0.281 0.006 -1.464
H -3.113150 -4.534300 -2.151353 0.084 -0.050 -0.075 0.355
H -1.847662 1.647415 1.731883 -0.037 -0.021 0.069 0.362
C 6.966898 4.149175 -0.224606 -0.229 -0.007 -0.041 0.805
H 6.358122 2.301094 -1.184010 0.037 0.118 -0.093 0.473
C -1.464390 -0.631949 0.135023 -0.113 -0.814 -0.143 -0.035
C -3.304272 -5.493566 -1.665738 -0.085 0.207 0.420 -0.487
O -3.586836 -2.854012 2.204960 0.202 -0.127 -0.309 -0.528
H 7.466776 6.184889 0.290699 0.016 0.121 0.063 0.410
C -4.178360 -1.988767 3.152603 -0.294 0.311 0.212 -0.468
H 0.369911 5.167568 0.082829 0.150 -0.123 -0.266 0.389
C -4.798158 -5.601392 -1.354360 0.107 -0.120 -0.102 -0.333
H 0.131189 4.927675 -1.663611 0.115 -0.088 0.116 0.352
C -5.231919 -7.016998 -0.993621 -0.005 0.245 -0.030 -1.216
H 7.223049 5.926878 -1.436275 0.034 0.103 -0.114 0.367
H -5.016732 -0.538700 1.772475 -0.028 0.089 -0.052 0.345
H 7.043299 4.238828 1.933275 0.022 0.049 0.117 0.447
O -2.727180 -4.571908 0.528826 -0.067 0.314 0.224 -0.532
H -6.307705 -7.051062 -0.839338 -0.086 -0.096 0.050 0.362
C -2.285198 -3.313356 0.319537 -0.004 0.201 0.064 0.897
C -2.439578 -5.592262 -0.405666 0.088 -0.305 -0.548 -0.801
H -4.541218 -2.659445 3.936417 0.110 0.136 -0.055 0.371
C -1.009054 0.728952 0.002042 0.090 0.798 0.229 0.369
C 6.444967 3.766954 1.157698 0.196 -0.024 -0.195 -1.469
C 0.570933 4.492140 -0.759940 -0.029 0.673 0.125 -0.610
N 2.571730 3.138517 -0.830958 -0.035 -0.560 0.133 0.020
C 2.078526 4.390689 -0.961231 -0.305 -0.137 0.040 0.719
C -5.345982 -1.191670 2.576994 0.345 -0.252 0.003 -1.094
H 5.413556 4.091044 1.278334 -0.119 0.032 0.053 0.225


60
Properties=species:S:1:pos:R:3:forces:R:3:mulliken_charge:R:1 method="wB97M-V/def2-TZVPD" homo_energy_ev=-7.7 lumo_ev=0.39 homo_lumo_gap_ev=8.13
C 5.690831 0.314701 0.949443 7.506 5.794 -1.213 -1.147
C -3.405696 -2.789223 -1.317819 1.276 -3.304 4.505 -0.692
C 4.832564 -1.585435 -0.303252 -2.813 -0.451 10.105 -1.291
C 1.200732 1.296006 -0.146392 -3.477 -8.460 -2.889 1.228
H -5.312470 0.070360 0.815718 1.796 -0.167 -3.174 0.347
C 5.631222 -1.346169 -1.375687 0.484 1.604 -5.406 -0.206
H -1.704212 -1.625415 -0.750946 -2.513 0.411 0.215 0.127
H -4.823680 -3.048316 0.412542 -0.848 -0.250 -0.424 0.322
C -3.850686 -3.346724 0.074830 2.940 -5.505 1.768 -0.608
C -2.896369 -1.517591 -0.864430 5.379 3.826 -8.225 -0.669
H -0.158774 4.621006 0.537016 -2.157 5.530 0.871 0.733
H 6.213310 -0.220979 1.561378 2.694 -3.996 4.343 0.477
H 3.847270 -2.037231 -0.107379 0.083 0.153 -1.782 0.714
H -3.216480 -3.008306 2.247400 0.592 -1.457 0.454 0.474
N 3.281121 1.482846 0.686313 -2.286 7.573 3.021 -0.446
H 5.366451 -2.192825 0.522859 -0.155 0.817 -1.140 0.359
H -2.630054 -3.458769 -1.776178 -0.868 0.886 0.269 0.338
N -2.918439 2.241047 -0.156491 -2.561 -7.597 2.681 0.006
C 1.961634 2.033321 0.588638 5.761 1.890 1.277 -0.494
H -5.340690 -0.931693 -0.701150 0.112 0.025 0.015 0.357
H -0.594053 0.779607 -0.989118 -6.841 -7.546 -8.095 1.686
N 4.615551 -0.125242 0.562669 -7.567 -13.333 -6.894 -0.139
H 6.301090 1.239310 -0.985635 0.098 -0.182 1.765 0.180
H 2.269246 4.112058 1.215752 -0.218 -1.129 -0.039 0.390
H -4.346613 3.091270 -0.970382 -1.213 4.403 -2.436 0.745
H -3.936310 -1.089785 2.252507 0.806 -1.098 -3.498 0.183
H -1.985045 -2.847793 0.940819 6.148 -1.693 -1.024 0.759
H -3.676858 -4.640396 0.064226 -1.164 3.731 0.152 0.333
C -2.082997 3.173597 -0.193993 4.095 6.951 -6.554 0.434
C -1.961367 -0.539533 2.125845 2.024 -2.159 -6.079 -1.221
H 4.958537 -0.709471 -2.050586 1.189 -0.464 0.143 0.160
H 7.459302 1.167639 0.250477 2.768 0.467 0.702 0.609
C -2.893836 -2.799063 1.253750 -6.445 -1.373 -1.631 -1.732
H 5.457087 1.149017 1.433539 -0.119 4.319 2.172 0.697
C 1.604870 3.309482 0.826929 -1.973 4.484 0.064 -0.574
C 0.270992 3.769894 0.411822 4.245 -9.095 -0.481 -1.051
C 6.749108 0.542538 -0.142876 -4.872 5.293 -1.382 -0.690
C 6.842964 -0.564809 -0.933490 7.952 -8.728 -3.790 -0.658
C -4.442770 2.367667 -0.306501 2.984 -4.618 -1.122 -1.204
C -0.523722 2.741228 -0.107738 -3.525 -1.214 0.261 0.460
O -2.334289 4.431530 -0.916546 0.869 -5.864 4.597 -0.737
H -2.173249 0.481393 2.174043 -0.848 1.491 0.552 0.468
H -2.944231 -0.890213 -1.885595 0.647 -0.647 1.757 0.238
H -1.668880 -1.013266 3.002425 0.157 -0.739 1.758 0.537
C -0.135864 1.258541 -0.408761 6.517 14.432 8.880 -2.023
C -4.688949 -0.113092 -0.312261 -6.008 -2.704 4.557 -0.362
C -3.162291 -1.415199 1.196414 -1.193 7.342 11.429 -0.430
H -4.816217 2.530550 0.693718 -0.828 -0.138 -0.271 0.326
S 2.025131 -0.333595 -0.426403 -0.637 -0.254 -0.617 -0.355
H -4.392645 0.856425 -2.017489 4.040 -0.158 -5.919 0.605
H 7.679343 -1.491899 -0.340147 -2.626 2.066 -1.006 0.226
H 5.872841 -2.263843 -1.963069 0.113 0.728 0.512 0.382
H 7.625626 -0.611126 -1.887368 -2.131 1.165 2.122 0.251
H -5.936240 1.126237 -1.480938 -1.103 -0.107 -0.056 0.409
C 3.423711 0.321396 0.346461 -0.488 -0.301 -0.686 0.866
H -0.951294 -0.528135 1.411865 -2.163 -0.214 1.693 -0.008
H -2.572811 1.103487 0.154976 -1.201 4.238 -0.987 -0.194
H -4.311949 -2.831545 -1.745078 -2.809 0.435 -2.814 0.319
N -3.476612 -0.711644 0.088319 1.215 1.181 -1.805 1.485
C -4.913908 1.016198 -1.238990 -0.837 3.711 8.799 -1.297


62
Properties=species:S:1:pos:R:3:forces:R:3:mulliken_charge:R:1 method="wB97M-V/def2-TZVPD" charge=+2 spin_multiplicity=3 homo_energy_ev="-13.2 / -13.2" lumo_ev="-6.37 / -6.57" homo_lumo_gap_ev="6.85 / 6.65"
C 3.629783 5.801374 -0.949684 0.356 0.176 0.055 -1.935
C 0.329709 -0.229688 -2.340692 -0.826 -0.820 1.799 0.269
C -0.639635 -5.778783 2.314251 -0.383 -0.157 0.074 -0.481
H 2.016879 -4.727228 2.589742 0.010 0.309 0.100 0.410
H 2.079580 -4.157973 -0.658465 -0.037 -0.476 -0.064 0.416
H 1.556000 0.520425 -4.875728 -0.414 -0.038 0.004 0.315
O 0.661067 0.730064 0.210009 0.621 1.638 -1.124 -0.796
C -2.217070 -4.098745 1.557470 0.674 0.370 -0.079 0.447
H 0.487928 -5.005763 -0.749596 0.301 0.041 0.082 0.362
H 2.940775 3.081545 0.050956 0.025 0.416 -0.339 0.368
H 2.244366 7.412867 1.062307 -0.088 -0.301 -0.274 0.336
H 0.519815 7.551998 0.809935 0.043 -0.036 -0.084 0.400
H -4.733984 -2.566712 1.719956 0.215 0.225 -0.035 0.423
C 0.832575 1.823090 -3.304225 -0.132 0.942 0.462 -0.501
H 3.433458 6.647355 -1.624418 -0.041 -0.216 0.203 0.373
H 4.317566 5.136000 -1.469810 0.099 -0.014 0.052 0.408
H -0.199770 0.986152 -5.001935 0.378 -0.271 0.022 0.326
C -3.028220 -6.175665 2.498869 0.016 0.378 -0.175 -0.801
H 0.011687 2.552208 -3.342597 0.246 -0.172 0.097 0.452
H -2.900139 -3.901631 -1.261341 -0.180 0.218 0.039 0.364
C -3.961851 -1.796061 1.767821 0.322 0.859 -0.061 -1.189
C -3.485062 -3.101875 -0.795689 0.345 0.623 -0.636 -1.105
H -0.587549 5.644989 0.910871 0.270 -0.517 -0.109 0.478
C 0.634322 0.754655 -4.331658 0.069 -0.935 -1.246 -0.408
C 0.968050 3.034861 -0.675540 -1.561 -0.934 0.075 0.613
H -1.510081 -7.576028 3.149828 -0.087 0.333 -0.163 0.396
H 1.779674 2.356873 -3.419976 -0.148 -0.209 0.126 0.245
H -3.601197 -1.668683 2.791267 -0.236 0.059 -0.112 0.385
C 1.442362 7.208479 0.336401 -0.218 0.507 0.023 -1.716
H -0.724604 3.147201 0.754049 0.491 0.084 -0.248 0.364
O -0.057984 -1.051972 -1.462112 0.834 0.817 -3.245 -0.429
C 2.365904 5.088777 -0.569799 -0.299 0.270 0.365 0.641
H 2.611469 -3.024688 2.461840 0.066 -0.305 0.383 0.414
C 0.001884 5.072537 0.173088 -0.147 1.572 -0.082 -1.090
H -4.322766 -0.846059 1.363429 -0.240 -0.147 0.315 0.407
As 0.555734 -3.315811 1.122663 0.157 -3.737 1.523 0.888
C -0.901155 -4.523765 1.761222 -0.196 0.552 -0.258 0.330
H -3.679941 -2.299571 -1.514949 -0.190 -0.374 -0.072 0.404
C 1.328906 5.762038 -0.053778 0.306 -0.037 -0.135 1.183
C -1.711833 -6.601417 2.699935 0.266 0.318 -0.167 -0.781
C 1.741492 -3.670581 2.613390 0.261 0.763 -0.048 -1.180
C 0.851034 1.523547 -0.755338 -0.759 -0.162 0.793 0.182
N 0.761323 1.049263 -2.060007 0.115 -0.674 0.767 0.399
C 1.286897 -4.654282 -0.088603 0.200 0.618 -0.553 -1.139
H 1.618232 7.876080 -0.512418 0.049 -0.115 -0.031 0.350
H -4.318269 -4.618060 1.735238 0.300 -0.168 0.109 0.204
H 0.471630 3.344082 -1.607462 -0.174 0.241 0.425 -0.187
C 0.235484 3.657551 0.528931 -0.610 -1.748 0.426 -0.758
H 4.153317 6.215925 -0.075882 -0.090 -0.144 -0.179 0.332
H 0.870628 3.542810 1.418653 -0.152 0.140 -0.160 0.405
H 2.816960 3.338743 -1.697375 0.114 -0.097 0.063 0.195
C -3.285675 -4.926936 1.909752 0.169 -0.222 0.157 -0.427
H 1.683428 -5.470370 0.524063 -0.118 0.212 -0.265 0.408
As -2.444783 -2.319305 0.665092 -2.749 -2.873 1.135 0.882
H -4.422516 -3.497240 -0.389494 0.331 0.146 -0.071 0.392
H -0.580300 5.123466 -0.766371 0.023 0.061 0.329 0.355
Ti -0.257032 -1.131709 0.419508 0.400 2.173 0.588 0.355
H 0.385705 -6.130104 2.439626 -0.337 0.032 0.059 0.208
O 0.255094 -0.478175 -3.595346 0.117 0.612 -0.458 -0.292
H 1.213759 -3.412226 3.534914 0.276 -0.071 -0.068 0.386
H -3.866338 -6.810105 2.795526 0.312 0.185 -0.113 0.395
C 2.343279 3.582259 -0.740314 1.634 0.082 0.005 -0.649


Total energy
In order: -95956.6551, -38599.5892, -42157.0113, -175759.7871
Unit: eV